Formula: C37H48N3O5S
Source: OMol25
Level of theory: ωB97M-V with the def2-TZVPD basis set

Calculated values
* total charge: +1
* multiplicity: 1
* E_tot: -64681.694 eV
* lowest unoccupied orbital energy: -4.35 eV
* energy above the lowest of the compared OMol25 structures with the same formula, charge and spin: 0.000 eV

Element x y z (Å)
C -5.13574 -0.82388 2.05934
N -4.40182 -0.12171 3.10880
C -5.00408 -0.28368 4.42608
C -3.02218 0.08623 3.00223
C -2.42862 1.29147 3.48330
C -1.07207 1.52857 3.30367
C -0.22416 0.55235 2.72111
C 1.24100 0.82867 2.49518
C 2.11538 -0.26037 2.16503
S 3.81757 -0.11562 2.30841
C 4.13245 -0.33776 4.09128
C 4.34025 -1.70995 1.58776
O 1.65138 2.01955 2.51875
C -0.82667 -0.60897 2.21170
C -2.18342 -0.86691 2.37986
H -4.81877 -0.47743 1.06334
H -5.00825 -1.91798 2.12911
H -6.20316 -0.59872 2.18653
H -4.48111 0.33387 5.16697
H -6.05958 0.01562 4.37646
H -4.98632 -1.34316 4.74886
H -3.07543 2.06523 3.92034
H -0.64520 2.48768 3.61126
H 1.76098 -1.28218 1.97739
H 5.15520 0.01660 4.26496
H 3.43276 0.28909 4.65238
H 4.03414 -1.40164 4.33927
H 5.37575 -1.61450 1.23844
H 4.26310 -2.46525 2.37143
H 3.69006 -1.93310 0.74205
H -0.22282 -1.32430 1.66114
H -2.59722 -1.81934 2.03576
C -6.23248 4.20927 -0.06167
O -5.93740 4.97981 1.12617
C -4.69322 4.87107 1.66265
C -3.78701 3.86111 1.33778
C -2.42638 4.14722 1.37342
C -1.43706 3.26207 0.66084
C -0.89819 3.91115 -0.60576
C -1.97215 4.19395 -1.65999
O -2.98333 4.89207 -1.56275
N -1.57188 3.57846 -2.81080
C -2.34573 3.65981 -4.03112
C -0.38137 2.74770 -2.70772
C -0.75655 1.26775 -2.87378
C 0.66079 3.18802 -3.75195
N 0.03337 3.04724 -1.33592
C 1.16780 2.60824 -0.76948
C 2.03099 1.66037 -1.31043
C 3.13087 1.25275 -0.57178
C 4.22996 0.49982 -1.10050
C 5.50963 0.64204 -0.49636
C 6.64191 0.06887 -1.05842
C 6.54612 -0.62050 -2.27410
C 5.28850 -0.81898 -2.86413
C 4.13346 -0.31310 -2.27022
C -1.96992 5.29113 2.02897
C -2.86728 6.21445 2.56480
O -2.52706 7.40386 3.11974
C -1.13292 7.68663 3.36236
C -4.25705 5.97677 2.43321
O -5.15461 6.92128 2.83982
C -5.37709 8.06657 1.96044
H -7.13605 4.66925 -0.45546
H -5.40732 4.27944 -0.78951
H -6.44559 3.15872 0.18913
H -4.14547 2.91618 0.91148
H -0.57706 3.05119 1.31144
H -1.89027 2.29758 0.37172
H -0.41691 4.87277 -0.32211
H -3.19441 4.32776 -3.85550
H -1.72208 4.05594 -4.84762
H -2.71154 2.66113 -4.31144
H -1.57817 1.03134 -2.18257
H -1.08079 1.10994 -3.91005
H 0.09030 0.61522 -2.65538
H 0.51697 4.25894 -3.94480
H 1.67385 3.00727 -3.38700
H 0.50069 2.62742 -4.68005
H 1.38963 2.99682 0.22906
H 1.88574 1.24156 -2.31474
H 3.21159 1.70383 0.42240
H 5.59691 1.27247 0.39797
H 7.59386 0.15888 -0.53177
H 7.45406 -0.99714 -2.73666
H 5.21606 -1.38818 -3.79123
H 3.14814 -0.50554 -2.70524
H -0.89554 5.48558 2.09807
H -1.13320 8.68604 3.79345
H -0.68815 6.98621 4.08148
H -0.55266 7.67950 2.42993
H -6.14261 8.66098 2.46104
H -4.44235 8.63306 1.86394
H -5.73538 7.70152 0.98897

Forces on atoms 1 to 6 (eV/Å):
0.45 -0.05 0.25
-0.56 0.40 -0.12
0.03 -0.01 -0.04
0.75 -0.07 0.02
-0.33 -0.45 -0.37
0.41 -0.45 0.24